Entry from the OMol25 dataset: C10H9N3OS2 in the gas phase in a non-equilibrium geometry (ωB97M-V with the def2-TZVPD basis set).

Geometry as XYZ:
```
25
Properties=species:S:1:pos:R:3
C -1.619 0.500 2.013
C -1.589 -1.129 1.810
O -0.661 -1.744 2.783
C -1.285 -1.616 0.270
C -0.483 -0.458 -0.589
C -1.208 0.200 -1.909
C -0.431 1.383 -2.746
C 1.049 1.864 -2.232
N 2.016 2.916 -2.728
S 3.475 2.943 -1.748
N 3.177 1.700 -0.542
C 1.800 1.196 -0.937
C 1.013 0.019 -0.109
N 1.652 -0.619 1.107
C 2.795 -1.342 0.747
S 4.349 -1.619 0.031
H -0.540 0.998 2.048
H -2.186 0.983 1.098
H -2.147 0.777 3.028
H -2.671 -1.525 2.098
H -0.302 -2.613 2.392
H -0.703 -2.648 0.250
H -2.345 -1.851 -0.225
H -2.271 -0.205 -2.212
H -0.882 1.892 -3.700
```

The orbital gap comes out at 6.630 eV. The value obtained for the molecular weight is 251.34 g/mol.


Entry from the OMol25 dataset: C10H9NO2 as an isolated structure in a non-equilibrium geometry (ωB97M-V with the def2-TZVPD basis set).

Geometry as XYZ:
```
22
Properties=species:S:1:pos:R:3
C -0.901 1.006 2.097
C -0.092 0.208 1.250
C 1.014 -0.464 1.672
C 1.948 -1.044 0.661
C 1.714 -1.171 -0.643
C 0.445 -0.619 -1.127
C -0.967 -0.512 -2.835
C -1.800 0.358 -2.033
C -1.602 0.552 -0.718
C -0.380 0.085 -0.152
H 0.028 2.305 3.440
H -2.086 0.686 2.355
H -0.594 2.197 1.705
H 1.166 -0.338 2.695
H 3.114 -1.169 0.923
H 2.634 -1.791 -2.308
H -1.252 -0.610 -3.950
H -2.546 0.798 -2.610
H -2.421 1.116 -0.161
N 0.100 -1.004 -2.440
O -0.338 1.110 3.545
O 2.814 -1.696 -1.365
```

The orbital gap comes out at 8.551 eV. The value obtained for the molecular weight is 175.19 g/mol.


Entry from the OMol25 dataset: C10H9NO2 in the gas phase in a non-equilibrium geometry (ωB97M-V with the def2-TZVPD basis set).

Geometry as XYZ:
```
22
Properties=species:S:1:pos:R:3
C 1.857 -0.177 -2.064
O 0.684 0.485 -1.562
C 0.601 0.749 -0.244
C 1.426 1.674 0.425
C 1.342 1.906 1.792
C 0.350 1.299 2.525
C -0.519 0.393 1.893
C -0.479 0.145 0.519
C -1.379 -0.770 -0.124
C -2.671 -1.163 0.100
N -3.007 -2.154 -0.761
C -1.974 -2.314 -1.506
O -0.960 -1.590 -1.148
H 2.205 -1.143 -1.273
H 2.774 0.650 -2.064
H 1.600 -0.431 -3.121
H 2.216 2.135 -0.213
H 2.019 2.651 2.230
H 0.279 1.619 3.590
H -1.233 -0.164 2.428
H -3.304 -0.820 0.886
H -1.828 -2.979 -2.311
```

The orbital gap comes out at 9.120 eV. The value obtained for the molecular weight is 175.19 g/mol. As for the SMILES: COc1ccccc1-c1cnco1.


Entry from the OMol25 dataset: C10H9NO2 as an isolated structure in a non-equilibrium geometry (ωB97M-V with the def2-TZVPD basis set).

Geometry as XYZ:
```
22
Properties=species:S:1:pos:R:3
C 2.791 -2.271 -1.404
C 1.331 -0.463 -0.715
C 0.525 -1.636 -0.469
C -0.778 -1.325 -0.218
C -1.266 0.014 0.176
C -2.342 0.345 0.981
C -2.590 1.690 1.350
C -1.574 2.614 1.416
C -0.518 1.034 -0.115
C 0.849 0.828 -0.630
H 2.732 -2.688 -0.374
H 2.076 -2.581 -2.191
H 3.783 -2.113 -1.781
H 0.457 -2.720 -0.965
H -1.532 -2.228 -0.032
H -3.210 2.123 2.554
H -1.408 3.681 2.115
H 0.309 2.999 0.499
H 1.542 1.611 -0.800
N -0.602 2.343 0.373
O 2.604 -0.787 -1.091
O -3.178 -0.469 1.321
```

The orbital gap comes out at 8.893 eV. The value obtained for the molecular weight is 175.19 g/mol.


Entry from the OMol25 dataset: C10H9NO3S in the gas phase in a non-equilibrium geometry (ωB97M-V with the def2-TZVPD basis set).

Geometry as XYZ:
```
24
Properties=species:S:1:pos:R:3
C 0.957 3.256 0.192
C 1.007 1.749 -0.107
N 0.651 1.499 -1.318
O 0.880 0.372 -2.147
C 0.866 -0.900 -1.601
O 1.921 -1.178 -0.707
S 1.566 -0.655 0.787
O 2.281 -1.520 1.656
C 1.532 1.044 0.955
C -0.063 -1.246 0.517
C -1.000 -1.461 1.506
C -2.313 -1.616 1.064
C -2.688 -1.466 -0.276
C -1.603 -1.299 -1.266
C -0.356 -1.178 -0.842
H 0.577 3.393 1.204
H 0.274 3.765 -0.527
H 1.985 3.528 -0.049
H 1.071 -1.642 -2.428
H 1.859 1.319 1.951
H -0.812 -1.402 2.535
H -3.181 -1.686 1.780
H -3.684 -1.575 -0.579
H -1.725 -1.101 -2.301
```

The orbital gap comes out at 8.379 eV. The value obtained for the molecular weight is 223.25 g/mol. As for the SMILES: CC1=NO[C@H]2O[S@@](=O)(=C1)c1ccccc12.


Entry from the OMol25 dataset: a 2-piece molecular cluster, C10H9O3S overall in a non-equilibrium geometry (ωB97M-V with the def2-TZVPD basis set).

Geometry as XYZ:
```
23
Properties=species:S:1:pos:R:3
C -1.306 -2.272 0.647
C -0.933 -2.083 -0.640
C -1.823 -1.198 1.314
C -0.920 -0.879 -1.195
C -1.935 0.053 0.729
C -1.446 0.308 -0.577
C 1.868 0.192 0.032
C 1.607 1.398 0.567
C 3.181 -0.144 -0.221
C -1.299 1.550 -1.231
O 4.110 0.872 0.070
O 3.644 -1.195 -0.647
O 1.234 2.275 1.301
S -1.779 3.061 -0.277
H -1.057 -3.184 1.058
H -0.520 -2.947 -1.194
H -2.099 -1.280 2.346
H -0.446 -0.848 -2.157
H -2.439 0.891 1.323
H 1.019 -0.432 -0.296
H -1.428 1.647 -2.304
H 3.617 1.553 0.713
H -0.848 2.661 0.637
```

The orbital gap (alpha / beta) comes out at 5.055 / 5.057 eV. The value obtained for the molecular weight is 209.25 g/mol. Its total charge is -1.


Entry from the OMol25 dataset: a 16-piece molecular cluster, C112H166F21N14O17 overall in a non-equilibrium geometry (ωB97M-V with the def2-TZVPD basis set).

Geometry as XYZ:
```
330
Properties=species:S:1:pos:R:3
C 17.795 25.684 22.540
C 17.300 24.274 22.687
C 15.988 24.041 22.003
N 15.360 22.814 22.588
C 14.630 23.224 23.798
C 16.391 21.697 22.769
C 15.508 20.425 22.965
C 14.105 20.812 22.161
C 14.420 22.208 21.636
H 17.844 25.944 21.468
H 18.834 25.806 22.976
H 17.078 26.293 23.161
H 17.210 24.081 23.720
H 18.065 23.614 22.260
H 16.061 24.022 20.906
H 15.341 24.844 22.307
H 13.675 23.659 23.514
H 15.231 23.979 24.364
H 14.393 22.386 24.508
H 17.111 21.791 23.554
H 16.896 21.741 21.769
H 15.388 20.175 23.999
H 15.924 19.511 22.531
H 13.198 20.765 22.812
H 13.940 20.154 21.330
H 13.543 22.849 21.614
H 14.915 22.201 20.636
C 30.415 9.787 28.205
C 29.421 9.269 27.099
C 28.102 10.013 27.089
N 27.123 9.514 26.045
C 27.652 9.752 24.687
C 25.893 10.351 26.155
C 24.814 9.543 25.502
C 25.064 8.088 25.950
C 26.602 8.055 26.285
H 29.881 9.561 29.157
H 30.473 10.891 28.158
H 31.415 9.375 28.199
H 29.318 8.200 27.232
H 30.004 9.296 26.169
H 28.128 11.071 26.995
H 27.578 9.962 28.022
H 26.772 9.886 24.082
H 28.331 8.990 24.425
H 28.216 10.674 24.683
H 25.920 11.388 25.786
H 25.608 10.435 27.234
H 24.826 9.599 24.404
H 23.886 10.026 25.750
H 24.829 7.394 25.214
H 24.543 7.838 26.840
H 27.115 7.312 25.695
H 26.751 7.810 27.305
C 21.384 21.277 26.955
C 20.649 20.706 25.672
C 20.737 19.147 25.722
N 20.481 18.413 24.430
C 19.180 18.755 23.756
C 20.366 16.886 24.725
C 20.598 16.291 23.299
C 21.572 17.303 22.635
C 21.697 18.471 23.593
H 21.797 22.259 26.805
H 22.286 20.693 27.167
H 20.824 21.279 27.931
H 21.096 21.223 24.770
H 19.580 20.965 25.700
H 20.048 18.870 26.484
H 21.764 18.862 26.104
H 19.200 19.724 23.265
H 18.409 18.665 24.576
H 18.949 18.035 23.015
H 19.411 16.722 25.195
H 21.188 16.743 25.399
H 19.685 16.320 22.770
H 20.878 15.284 23.419
H 21.271 17.600 21.610
H 22.540 16.817 22.526
H 21.751 19.456 23.044
H 22.514 18.350 24.262
C 26.416 24.838 26.791
N 25.185 25.652 27.266
C 25.020 26.932 26.918
C 23.993 27.650 27.387
C 22.978 27.039 28.114
C 23.157 25.704 28.452
C 24.257 25.002 27.951
C 21.784 27.802 28.451
C 21.684 29.178 28.620
C 20.530 29.782 28.980
N 19.412 29.099 29.125
C 19.421 27.724 29.002
C 20.592 27.082 28.651
C 18.167 29.832 29.428
H 26.748 24.122 27.504
H 27.173 25.572 26.640
H 26.175 24.340 25.818
H 25.882 27.323 26.444
H 23.885 28.658 26.958
H 22.462 25.185 29.052
H 24.366 23.977 28.153
H 22.548 29.837 28.685
H 20.526 30.855 29.216
H 18.536 27.178 29.334
H 20.401 26.025 28.448
H 18.200 30.847 29.108
H 17.995 29.876 30.536
H 17.275 29.388 28.990
C 16.851 18.706 19.870
N 16.899 18.180 18.500
C 17.814 18.681 17.647
C 17.772 18.230 16.345
C 16.777 17.314 15.926
C 15.912 16.777 16.826
C 16.025 17.282 18.103
C 16.704 16.984 14.526
C 16.519 15.645 14.169
C 16.303 15.389 12.862
N 16.292 16.310 11.881
C 16.532 17.561 12.168
C 16.787 17.951 13.513
C 16.056 15.929 10.466
H 16.207 18.151 20.518
H 16.493 19.709 19.792
H 17.882 18.656 20.237
H 18.517 19.350 18.108
H 18.557 18.642 15.671
H 15.214 15.927 16.595
H 15.317 16.968 18.913
H 16.543 14.833 14.919
H 16.154 14.366 12.478
H 16.776 18.186 11.322
H 16.880 19.032 13.735
H 16.292 14.866 10.453
H 16.642 16.604 9.810
H 15.020 16.037 10.267
C 14.847 20.257 28.763
N 14.569 19.270 27.637
C 15.509 18.999 26.711
C 15.230 18.075 25.690
C 13.948 17.610 25.605
C 12.958 18.034 26.530
C 13.321 18.818 27.532
C 13.586 16.560 24.669
C 13.395 15.231 25.146
C 13.053 14.244 24.212
N 12.692 14.619 22.970
C 12.874 15.856 22.467
C 13.388 16.827 23.292
C 12.206 13.554 22.065
H 15.862 20.599 28.592
H 14.749 19.700 29.688
H 14.116 21.094 28.559
H 16.500 19.358 26.641
H 16.119 17.869 25.168
H 11.953 17.785 26.319
H 12.706 19.057 28.324
H 13.646 14.877 26.113
H 12.989 13.184 24.378
H 12.687 15.950 21.375
H 13.720 17.734 22.845
H 11.644 14.123 21.301
H 11.532 12.909 22.550
H 12.996 13.041 21.526
C 23.989 18.692 28.084
N 24.381 18.760 26.648
C 24.753 17.621 25.968
C 24.972 17.671 24.625
C 24.821 18.871 23.929
C 24.582 20.031 24.664
C 24.337 19.915 26.008
C 24.774 18.952 22.427
C 24.175 20.030 21.740
C 24.241 20.105 20.363
N 24.811 19.083 19.685
C 25.263 17.964 20.261
C 25.319 17.906 21.619
C 24.926 19.341 18.228
H 24.719 18.043 28.525
H 22.893 18.453 28.190
H 24.099 19.709 28.426
H 24.806 16.792 26.636
H 25.166 16.687 24.133
H 24.589 21.084 24.261
H 24.115 20.748 26.716
H 23.756 20.896 22.208
H 23.949 21.022 19.777
H 25.562 17.129 19.642
H 25.709 17.048 22.088
H 24.085 19.866 17.824
H 24.932 18.303 17.874
H 25.876 19.703 17.942
C 31.653 15.043 34.271
N 30.266 15.361 33.859
C 29.532 14.386 33.210
C 28.285 14.722 32.715
C 27.750 15.987 32.897
C 28.464 16.930 33.605
C 29.739 16.591 34.048
C 26.356 16.416 32.371
C 25.249 15.573 32.696
C 23.954 16.024 32.413
N 23.793 17.207 31.807
C 24.826 17.921 31.318
C 26.111 17.557 31.596
C 22.423 17.618 31.479
H 32.242 14.844 33.362
H 31.659 14.112 34.836
H 32.102 15.779 34.892
H 30.001 13.413 33.162
H 27.700 13.987 32.192
H 28.186 17.943 33.778
H 30.272 17.246 34.631
H 25.473 14.632 33.238
H 23.118 15.379 32.714
H 24.597 18.860 30.777
H 26.861 18.191 31.067
H 22.017 16.872 30.809
H 22.419 18.562 30.998
H 21.815 17.686 32.449
N 23.516 21.845 29.528
O 23.372 20.922 30.357
O 24.338 21.724 28.554
O 22.834 22.879 29.598
C 23.576 23.635 23.900
O 23.990 23.755 22.517
O 24.559 23.485 24.776
C 22.677 24.855 24.334
F 21.769 25.270 23.404
F 21.904 24.521 25.443
F 23.365 25.896 24.699
C 25.081 24.745 22.498
C 25.791 24.383 21.239
H 26.566 25.085 20.842
H 26.379 23.460 21.343
H 25.021 24.372 20.511
H 25.642 24.648 23.417
H 24.608 25.671 22.448
H 22.838 22.774 23.828
C 16.434 22.479 26.814
O 15.101 22.741 27.070
O 16.521 21.612 25.808
C 17.260 23.782 26.511
F 16.486 24.661 25.706
F 17.552 24.420 27.683
F 18.463 23.610 25.965
C 14.744 23.813 27.917
C 13.266 23.726 28.247
H 12.628 24.037 27.378
H 12.942 22.711 28.614
H 12.958 24.286 29.124
H 14.974 24.746 27.428
H 15.372 23.758 28.818
H 16.873 22.076 27.720
C 20.448 19.717 19.620
O 19.615 20.840 19.189
O 19.712 18.684 20.009
C 21.347 19.472 18.425
F 20.695 18.940 17.377
F 22.018 20.687 18.042
F 22.268 18.531 18.796
C 19.551 21.892 20.121
C 19.944 23.214 19.446
H 19.474 23.190 18.470
H 19.730 24.115 19.964
H 21.054 23.365 19.362
H 20.088 21.642 21.072
H 18.472 21.997 20.379
H 21.192 20.019 20.416
C 18.576 17.300 27.570
O 18.938 15.842 27.445
O 18.164 17.791 26.423
C 17.714 17.545 28.763
F 16.399 17.070 28.684
F 18.282 17.105 29.915
F 17.517 18.897 28.988
C 18.056 14.998 26.752
C 18.880 13.901 26.067
H 18.318 13.212 25.620
H 19.614 14.375 25.351
H 19.584 13.496 26.765
H 17.485 15.683 26.125
H 17.320 14.586 27.487
H 19.545 17.680 27.819
C 15.388 15.359 20.357
O 14.695 14.116 20.081
O 14.614 16.434 20.375
C 16.186 15.068 21.667
F 16.171 16.123 22.546
F 15.691 13.953 22.240
F 17.468 14.801 21.452
C 14.355 13.811 18.783
C 13.444 12.595 18.686
H 12.315 12.784 18.801
H 13.602 12.253 17.693
H 13.750 11.756 19.370
H 15.277 13.595 18.165
H 13.790 14.682 18.294
H 16.224 15.418 19.617
C 24.746 14.498 22.790
O 23.749 13.766 22.130
O 24.257 15.650 23.294
C 25.207 13.594 23.889
F 24.175 13.109 24.619
F 25.774 12.483 23.345
F 25.996 14.149 24.786
C 23.110 14.411 21.024
C 23.024 13.438 19.851
H 22.739 12.475 20.177
H 22.288 13.830 19.149
H 23.941 13.357 19.224
H 23.575 15.334 20.752
H 22.133 14.723 21.316
H 25.650 14.543 22.144
C 24.887 15.201 28.790
O 23.623 15.065 29.533
O 25.571 16.264 29.193
C 25.772 13.982 29.017
F 26.174 13.926 30.305
F 25.168 12.793 28.791
F 26.850 14.008 28.233
C 22.575 14.570 28.718
C 21.409 14.155 29.549
H 21.665 13.346 30.196
H 21.172 15.017 30.120
H 20.583 13.896 28.940
H 22.877 13.655 28.282
H 22.418 15.353 27.947
H 24.539 15.185 27.678
```

The orbital gap comes out at 5.226 eV. The value obtained for the molecular weight is 2379.60 g/mol. Its total charge is +5.